# 1
15
Properties=species:S:1:pos:R:3:forces:R:3:nbo_charge:R:1 method="wB97M-V/def2-TZVPD" total_charge=0 relative_energy_kcal_mol=32.3 smiles="C/C=C/[C@@H](O)C=O" orbital_gap_ha=0.392
C -1.611780 -0.973586 1.561672 -0.109 -0.043 0.045 -0.64
C -0.490298 -0.806183 0.581022 0.088 0.159 -0.088 -0.17
C -0.532670 0.004166 -0.474240 -0.038 -0.148 0.212 -0.21
O 0.421272 1.710948 -1.845928 0.116 0.201 0.135 -0.70
C 0.648210 0.424640 -1.334066 0.040 -0.148 0.021 -0.04
C 1.884102 0.441670 -0.448200 0.168 0.353 0.116 0.43
O 2.365652 1.484193 -0.069486 -0.144 -0.478 -0.211 -0.53
H -2.578002 -0.705217 1.123039 0.148 -0.034 0.060 0.22
H -1.435215 -0.306816 2.417530 -0.065 -0.181 -0.116 0.22
H -1.668312 -1.994775 1.952336 -0.030 0.142 -0.101 0.22
H 0.431506 -1.337183 0.824149 -0.126 0.140 -0.003 0.19
H -1.449885 0.534942 -0.731303 0.121 -0.087 0.064 0.22
H 0.815490 -0.259236 -2.177926 -0.056 0.045 0.125 0.20
H 2.301913 -0.532174 -0.131051 -0.037 0.124 -0.039 0.12
H 0.898016 2.314611 -1.247548 -0.078 -0.045 -0.219 0.49

***

# 2
77
Properties=species:S:1:pos:R:3:forces:R:3:mulliken_charge:R:1 method="wB97M-V/def2-TZVPD" total_charge=0 smiles="CC[C@H](F)[Si@H](COCOCCO)N=C=S.COCCOCCOC.COCCOCCOC" orbital_gap_ha=0.360
C 1.233282 5.190721 -0.710949 0.125 0.169 -0.408 -1.04
C 1.956056 4.399685 -1.790060 0.058 0.100 0.509 -0.62
C 1.351203 3.034569 -1.976184 0.002 -0.354 -0.755 0.41
F 2.349069 2.168859 -2.461218 0.145 -0.246 -0.143 -0.37
Si -0.094657 2.996657 -3.212308 -0.181 -0.207 0.149 0.05
C -1.598962 2.111033 -2.481541 0.524 0.707 -0.169 -0.37
O -1.774891 2.689507 -1.183651 0.249 -0.048 -0.115 -0.27
C -3.100727 2.873212 -0.768883 -0.076 -0.273 0.492 -0.41
O -3.513102 4.204684 -0.727371 0.116 0.044 0.131 -0.41
C -3.067051 5.008796 -1.795271 -0.167 0.231 0.140 0.70
C -3.750850 6.352587 -1.743335 0.194 0.121 -0.304 -0.80
O -4.832650 6.458903 -2.657055 -0.201 -0.042 0.348 -0.54
N 0.367795 2.285750 -4.785391 -0.126 1.642 -0.612 -0.46
C 0.429826 3.103038 -5.697861 0.037 -1.349 1.146 0.45
S 0.514337 4.144874 -6.856537 0.018 0.032 -0.195 -0.38
H 0.324969 5.646300 -1.078783 -0.444 -0.029 -0.047 0.14
H 1.008427 4.546103 0.122612 -0.206 -0.152 0.398 0.32
H 1.851406 5.999889 -0.356234 0.257 0.291 0.145 0.39
H 2.002636 4.947188 -2.721074 -0.045 0.205 -0.353 0.27
H 2.982159 4.253661 -1.477334 0.336 -0.174 0.100 0.38
H 1.025736 2.613795 -1.032883 -0.088 -0.016 0.388 0.35
H -0.477039 4.398589 -3.485102 -0.034 0.047 -0.013 -0.13
H -1.484116 1.034327 -2.442342 -0.153 -0.333 0.102 0.34
H -2.439536 2.384369 -3.107225 -0.361 -0.245 -0.311 0.46
H -3.783633 2.269346 -1.360877 -0.085 -0.074 -0.544 0.46
H -3.163097 2.515406 0.249830 -0.048 0.002 0.361 0.23
H -2.002824 5.180829 -1.716973 0.458 -0.198 0.051 -0.37
H -3.281437 4.562314 -2.760442 -0.053 -0.251 -0.340 0.23
H -3.006108 7.106998 -1.970570 0.178 0.305 -0.112 0.34
H -4.083458 6.557045 -0.736404 -0.344 -0.069 0.300 0.35
H -4.499430 6.925065 -3.420614 -0.090 0.087 -0.307 0.32
C 0.189379 -1.114119 -0.909354 -0.100 0.005 -0.078 -0.65
O -0.875724 -2.015720 -1.127002 0.059 -0.098 0.186 -0.29
C -0.522984 -3.066178 -2.011696 -0.204 0.213 -0.014 -0.59
C -1.391946 -4.282758 -1.781469 0.081 -0.070 -0.076 -0.42
O -1.013767 -5.040350 -0.641819 -0.065 -0.011 0.023 -0.50
C -1.362453 -4.510747 0.628275 0.146 -0.109 0.070 0.15
C -2.827962 -4.644848 0.976514 -0.064 0.302 0.055 -0.74
O -3.596302 -3.639916 0.335613 0.037 -0.117 -0.241 -0.20
C -4.944148 -4.016628 0.167997 0.073 0.080 0.063 -0.82
H 0.476709 -0.619565 -1.846037 0.131 0.007 0.043 0.30
H -0.152319 -0.361740 -0.199798 -0.042 0.004 -0.019 0.18
H 1.059061 -1.624490 -0.480642 0.045 0.060 -0.060 0.29
H 0.527810 -3.344842 -1.870755 0.012 -0.028 -0.016 0.35
H -0.661131 -2.714599 -3.043835 0.113 -0.093 -0.052 0.41
H -1.246850 -4.954617 -2.630156 0.027 -0.021 0.019 0.41
H -2.449698 -4.016179 -1.750306 0.016 0.158 0.077 0.17
H -1.023708 -3.477822 0.728654 -0.176 0.082 -0.023 -0.09
H -0.798911 -5.112265 1.345839 -0.007 -0.034 -0.015 0.33
H -2.950331 -4.530017 2.062758 0.035 -0.167 0.026 0.40
H -3.178248 -5.641133 0.682874 0.018 -0.026 0.005 0.36
H -5.024265 -4.925038 -0.440681 -0.038 -0.032 0.063 0.33
H -5.452532 -3.205833 -0.349748 0.014 0.035 0.028 0.23
H -5.430795 -4.181851 1.136169 -0.055 -0.059 -0.031 0.33
C 0.715210 -3.629358 4.385283 0.109 -0.031 0.017 -0.72
O 2.016758 -3.367614 3.913442 -0.097 0.269 -0.035 -0.33
C 2.129505 -3.557222 2.513231 0.095 -0.145 0.227 0.19
C 3.268192 -2.744686 1.941607 0.031 0.018 -0.129 -0.74
O 2.963307 -1.367970 1.765823 -0.008 -0.014 0.003 -0.36
C 2.927209 -0.549806 2.926426 -0.066 0.071 -0.087 -0.44
C 4.289922 -0.226706 3.496529 -0.024 -0.093 0.275 -0.61
O 4.788248 -1.310691 4.262228 0.033 -0.144 -0.223 -0.27
C 6.195028 -1.309471 4.348018 -0.103 0.017 0.070 -0.77
H 0.434360 -4.675411 4.213309 -0.075 0.017 -0.014 0.30
H 0.705140 -3.432385 5.455359 0.035 -0.028 0.012 0.27
H -0.016475 -2.970718 3.901424 -0.039 -0.069 -0.027 0.30
H 1.197473 -3.268024 2.012307 0.001 -0.002 -0.030 -0.22
H 2.316503 -4.623955 2.326579 -0.064 0.015 -0.179 0.47
H 3.461977 -3.118494 0.933663 -0.018 0.015 -0.016 0.43
H 4.181760 -2.880054 2.522848 -0.069 -0.008 0.155 0.27
H 2.272906 -0.972913 3.690464 0.111 -0.083 0.092 0.17
H 2.480362 0.389185 2.592078 0.009 -0.003 -0.033 0.43
H 4.205164 0.650075 4.153568 0.017 0.101 -0.125 0.42
H 4.976503 0.010886 2.675615 -0.008 0.016 -0.026 0.36
H 6.648313 -1.379604 3.352111 0.037 0.070 0.017 0.33
H 6.491842 -2.181507 4.926962 -0.029 0.006 0.037 0.23
H 6.558556 -0.406379 4.851798 0.075 0.002 -0.044 0.32

***

# 3
8
Properties=species:S:1:pos:R:3:forces:R:3:nbo_charge:R:1 method="wB97M-V/def2-TZVPD" total_charge=0 relative_energy_kcal_mol=80.9 smiles="[H]/N=P/N=P#P=N" orbital_gap_ha="0.223 / 0.223"
N 3.012096 0.235404 0.592744 -0.346 -0.193 0.111 -1.18
N -3.216657 0.156386 -0.184882 -0.138 -0.557 0.056 -1.08
N 0.853135 -0.969403 -0.023373 -7.808 -2.863 0.728 -1.16
P 2.032177 -0.106146 -0.573820 2.075 1.236 -0.330 1.29
P -1.725323 0.545778 0.062245 0.137 0.891 0.057 0.73
P -0.944914 -1.475873 0.029703 6.099 1.057 -0.217 0.65
H 3.872513 0.698916 0.343133 0.024 0.157 -0.357 0.38
H -3.883025 0.914941 -0.245753 -0.044 0.272 -0.049 0.38

***

# 4
77
Properties=species:S:1:pos:R:3:forces:R:3:mulliken_charge:R:1 method="wB97M-V/def2-TZVPD" s2=0.79 multiplicity=2 total_charge=0 relative_energy_kcal_mol=7.3 orbital_gap_ha="0.227 / 0.227"
Co 0.213259 1.100897 0.764572 0.392 -0.395 -0.430 -0.16
Br 4.760904 0.405025 6.502632 0.008 -0.005 0.005 -0.19
C 3.276875 0.625464 5.350028 -0.010 0.066 0.025 -0.04
C 3.035719 -0.322707 4.367746 -0.031 -0.047 -0.061 -0.92
C 1.959793 -0.149290 3.514868 -0.032 -0.078 0.046 0.55
C 1.119623 0.946141 3.670998 0.045 -0.072 -0.038 -0.59
C 1.380728 1.901989 4.640853 -0.037 0.072 -0.038 -0.42
C 2.469400 1.741512 5.485021 0.040 -0.023 -0.003 -0.84
N 0.029080 1.067514 2.769761 0.294 -0.048 -0.147 1.11
C -1.135491 1.315996 3.210169 -0.230 0.060 0.032 -0.56
C -2.211189 1.467325 2.219898 0.081 0.005 0.022 0.44
C -3.543798 1.654359 2.534756 -0.061 0.006 0.005 -0.97
C -4.451545 1.767320 1.488194 -0.025 0.003 0.038 -0.43
C -3.995986 1.694174 0.183647 0.008 0.003 -0.019 -0.51
C -2.637494 1.512204 -0.048445 0.086 0.000 0.036 -0.19
N -1.778634 1.399280 0.954445 0.204 0.062 -0.015 0.36
H 3.693374 -1.174718 4.261765 0.000 -0.003 0.002 0.47
H 1.752776 -0.848909 2.713320 -0.002 0.031 0.047 0.17
H 0.788010 2.806696 4.689545 0.001 -0.018 -0.004 0.62
H 2.702929 2.496978 6.221365 -0.010 0.006 0.000 0.43
H -1.347712 1.406062 4.276065 0.021 0.018 -0.051 0.46
H -3.860004 1.716107 3.567751 0.000 0.000 -0.009 0.51
H -5.503287 1.916147 1.694429 0.004 0.000 0.000 0.44
H -4.673876 1.783617 -0.653689 -0.001 0.000 -0.003 0.51
H -2.191319 1.454270 -1.034306 -0.010 -0.002 0.058 0.21
C 3.942119 1.480760 0.946318 -0.029 -0.021 0.073 -1.37
P 2.638297 0.431242 0.204670 -0.206 0.209 0.149 1.38
C 3.385481 -1.239448 0.377287 -0.082 -0.044 0.025 -1.15
C 2.919159 0.732368 -1.570102 -0.046 0.050 0.016 -1.19
H 4.936355 1.166297 0.620854 -0.018 -0.005 -0.003 0.46
H 3.890019 1.445889 2.036567 0.010 -0.014 -0.031 0.26
H 3.775372 2.516321 0.651073 -0.026 -0.015 -0.003 0.35
H 4.410853 -1.254621 0.000860 -0.027 0.021 -0.010 0.50
H 2.788530 -1.956474 -0.190078 -0.012 0.031 0.013 0.10
H 3.400137 -1.549659 1.424631 0.027 0.006 -0.046 0.21
H 3.981851 0.676523 -1.816422 -0.003 -0.007 0.011 0.55
H 2.526989 1.719323 -1.814919 0.005 -0.016 0.003 0.33
H 2.361243 -0.004573 -2.146719 -0.020 -0.005 0.000 0.12
F 0.031511 1.181724 -1.087410 -0.057 -0.059 0.237 -0.89
C -1.353329 -2.309574 3.048711 0.014 -0.009 0.013 -1.07
P -0.674222 -2.438380 1.381931 -0.069 0.034 -0.068 1.16
C 0.605451 -3.700373 1.477188 0.011 -0.011 -0.010 -1.18
C -1.989996 -3.146170 0.381211 -0.007 -0.016 -0.020 -1.06
O -0.165794 -1.141903 0.857861 -0.042 -0.113 0.071 -0.39
H -1.687926 -3.278901 3.419719 -0.001 0.001 0.001 0.48
H -2.199525 -1.620768 3.034414 0.005 0.002 -0.004 0.26
H -0.586103 -1.913316 3.716154 -0.008 0.000 0.002 0.21
H 0.209395 -4.642979 1.856227 0.001 -0.002 -0.003 0.43
H 1.403134 -3.354091 2.135185 0.005 -0.005 0.002 0.29
H 1.020679 -3.853688 0.480321 -0.006 0.008 0.007 0.26
H -2.357477 -4.078088 0.812299 -0.008 -0.005 -0.002 0.43
H -1.617178 -3.326022 -0.627858 -0.005 0.017 0.026 0.14
H -2.806182 -2.426092 0.312477 0.001 0.001 0.006 0.32
C -2.882156 1.288479 -3.717515 -0.020 -0.048 0.043 -1.16
Ge -1.584371 0.442660 -4.913531 -0.010 0.021 0.022 0.60
C -2.468531 -1.104075 -5.726540 0.001 0.008 -0.014 -1.30
C -1.030863 1.690380 -6.317567 -0.028 0.015 0.001 -1.22
C 0.002249 -0.029693 -3.864833 0.042 0.069 0.007 -0.81
Se -0.224817 -1.484387 -2.595219 -0.023 -0.083 0.055 0.24
C -0.088245 -2.962631 -3.859570 0.056 0.011 -0.021 -1.09
H -3.803604 1.518714 -4.254270 0.008 0.019 -0.003 0.46
H -2.481595 2.209212 -3.291042 0.009 -0.015 -0.012 0.40
H -3.121083 0.597106 -2.905332 0.008 0.023 -0.047 0.24
H -3.398170 -0.778337 -6.196180 0.012 0.002 -0.016 0.40
H -2.716821 -1.845005 -4.966503 -0.024 0.010 0.006 0.37
H -1.847877 -1.574474 -6.489733 0.008 -0.011 0.015 0.35
H -1.882765 1.994923 -6.927024 0.004 -0.001 0.004 0.36
H -0.291967 1.225382 -6.971358 -0.002 0.000 0.000 0.37
H -0.585399 2.584393 -5.880025 0.001 -0.005 0.000 0.37
H 0.243858 0.817572 -3.218601 0.007 -0.013 -0.038 0.01
H 0.870122 -0.242028 -4.491520 -0.013 -0.032 0.002 0.55
H -0.086286 -3.885376 -3.280469 -0.002 -0.001 0.002 0.34
H 0.851426 -2.893298 -4.405508 -0.003 -0.006 0.003 0.32
H -0.918146 -2.984435 -4.559096 -0.003 0.004 -0.009 0.28
S 2.196640 4.910618 2.721714 0.062 0.014 0.062 -0.46
C 1.542566 3.764732 1.760728 -0.152 -0.015 -0.083 0.44
N 1.064887 2.940782 1.081145 -0.078 0.361 0.067 -0.43